1.
{"formula": "C23H27CuN9OS3", "method": "ωB97M-V/def2-TZVPD", "species": ["Cu", "N", "C", "C", "C", "C", "C", "C", "N", "C", "C", "C", "S", "C", "N", "H", "H", "H", "H", "H", "H", "H", "N", "C", "S", "C", "C", "C", "N", "C", "C", "H", "H", "H", "H", "H", "H", "C", "N", "C", "C", "O", "H", "H", "H", "H", "H", "H", "H", "C", "C", "C", "N", "N", "C", "N", "S", "H", "H", "H", "H", "H", "H", "H"], "positions_angstrom": [[-0.235, -0.163, -0.105], [-1.586, -0.864, 3.931], [-0.639, 0.103, 4.387], [-0.335, 0.611, 5.627], [0.668, 1.573, 5.673], [1.248, 2.050, 4.505], [0.886, 1.556, 3.265], [-0.020, 0.547, 3.205], [-0.508, -0.129, 2.089], [-1.359, -0.982, 2.609], [-2.187, -1.891, 1.886], [-3.231, -2.698, 2.349], [-4.018, -3.354, 0.985], [-2.946, -2.562, -0.042], [-2.026, -1.861, 0.563], [-2.360, -1.265, 4.387], [-0.822, 0.263, 6.537], [0.933, 2.109, 6.579], [1.948, 2.829, 4.641], [1.364, 1.956, 2.364], [-3.624, -2.902, 3.373], [-3.043, -2.598, -1.152], [2.967, -3.901, -5.138], [1.731, -3.356, -5.118], [0.689, -3.565, -6.380], [1.415, -2.543, -3.889], [1.968, -2.806, -2.636], [1.413, -2.148, -1.519], [0.439, -1.242, -1.619], [-0.062, -1.001, -2.833], [0.418, -1.611, -3.971], [3.212, -4.463, -5.910], [3.709, -3.496, -4.527], [2.775, -3.496, -2.393], [1.881, -2.346, -0.556], [-0.944, -0.306, -2.837], [0.108, -1.290, -4.972], [4.289, 2.237, 0.281], [4.034, 0.934, 0.866], [5.100, 0.201, 1.557], [2.843, 0.370, 0.704], [1.902, 0.858, 0.083], [4.484, 2.169, -0.837], [5.278, 2.526, 0.648], [3.472, 2.868, 0.525], [5.248, 0.579, 2.571], [6.010, 0.126, 1.003], [4.806, -0.823, 1.720], [2.771, -0.621, 1.186], [-5.650, 2.727, -2.649], [-5.026, 1.579, -1.901], [-3.536, 1.767, -1.614], [-2.828, 0.788, -1.144], [-1.600, 1.142, -0.714], [-1.369, 2.432, -0.781], [-0.170, 2.927, -0.441], [-2.683, 3.252, -1.478], [-6.664, 2.542, -3.000], [-5.125, 2.897, -3.619], [-5.622, 3.630, -1.987], [-4.993, 0.598, -2.391], [-5.525, 1.462, -0.968], [0.528, 2.274, -0.185], [0.200, 3.801, -0.791]], "total_energy_ev": -116889.0640, "total_charge": 1, "homo_lumo_gap_ev": 7.40}

2.
{"formula": "C13H18NO5PtSSe", "method": "ωB97M-V/def2-TZVPD", "species": ["Pt", "O", "C", "O", "C", "C", "C", "C", "C", "N", "C", "O", "O", "H", "H", "H", "H", "C", "C", "C", "S", "O", "C", "C", "C", "H", "H", "H", "H", "H", "H", "H", "H", "H", "H", "H", "H", "H", "H", "Se"], "positions_angstrom": [[-0.216, -2.840, -0.782], [3.711, -1.646, 1.810], [2.621, -1.756, 0.996], [2.731, -1.793, -0.192], [1.347, -1.735, 1.802], [1.393, -1.595, 3.178], [0.198, -1.450, 3.875], [-0.983, -1.399, 3.165], [-0.942, -1.567, 1.784], [0.196, -1.784, 1.132], [-2.212, -1.412, 0.938], [-3.216, -1.022, 1.535], [-2.063, -1.649, -0.293], [4.460, -1.619, 1.197], [2.345, -1.573, 3.683], [0.207, -1.341, 4.952], [-1.949, -1.227, 3.617], [-2.210, 2.671, 0.441], [-0.771, 3.166, 0.356], [-0.026, 2.600, -0.849], [0.361, 0.873, -0.542], [1.451, 0.922, 0.494], [1.180, 0.479, -2.090], [0.294, 0.555, -3.326], [-0.886, -0.410, -3.324], [-2.706, 3.053, 1.333], [-2.264, 1.582, 0.480], [-2.786, 2.997, -0.429], [-0.223, 2.889, 1.260], [-0.745, 4.258, 0.301], [0.937, 3.090, -1.014], [-0.638, 2.667, -1.751], [1.551, -0.535, -1.915], [2.033, 1.162, -2.155], [0.937, 0.355, -4.188], [-0.063, 1.581, -3.461], [-0.561, -1.443, -3.187], [-1.428, -0.340, -4.269], [-1.587, -0.206, -2.511], [0.522, -4.557, -2.054]], "multiplicity": 3, "total_energy_ev": -104930.7848, "total_charge": -1, "homo_lumo_gap_ev": [6.16, 6.63]}

3.
{"formula": "C4H8NO", "method": "ωB97M-V/def2-TZVPD", "species": ["C", "C", "C", "C", "N", "O", "H", "H", "H", "H", "H", "H", "H", "H"], "positions_angstrom": [[-0.618, -0.624, -0.109], [-1.893, 0.540, 0.051], [0.660, -0.065, -0.201], [0.996, 1.423, 0.008], [-0.729, -1.972, -0.126], [1.686, -0.899, -0.060], [-2.700, 0.205, 0.600], [-1.732, 1.423, -0.433], [0.327, 2.245, -0.294], [1.818, 1.572, -0.607], [1.123, 1.589, 1.061], [0.042, -2.585, 0.057], [-1.560, -2.185, 0.384], [2.580, -0.666, -0.332]], "total_energy_ev": -7804.8010, "total_charge": 1, "homo_lumo_gap_ev": [7.76, 8.51]}

4.
{"formula": "C32H41AsN4ORuS", "method": "ωB97M-V/def2-TZVPD", "species": ["Ru", "N", "C", "C", "N", "C", "C", "N", "C", "C", "N", "H", "H", "H", "H", "H", "H", "H", "H", "H", "H", "H", "H", "H", "H", "H", "H", "H", "H", "C", "C", "C", "C", "C", "C", "As", "C", "C", "C", "C", "C", "C", "C", "C", "C", "C", "C", "C", "H", "H", "H", "H", "H", "H", "H", "H", "H", "H", "H", "H", "H", "C", "C", "C", "C", "C", "C", "C", "S", "C", "O", "H", "H", "H", "H", "H", "H", "H", "H", "H", "H"], "positions_angstrom": [[-0.308, -0.232, 0.459], [0.258, -0.669, -1.852], [1.590, -0.214, -2.265], [2.509, -0.053, -1.053], [1.947, 0.803, 0.005], [2.772, 0.693, 1.218], [2.297, -0.414, 2.156], [0.910, -0.160, 2.572], [1.822, 2.204, -0.428], [0.798, 2.973, 0.407], [-0.507, 2.305, 0.324], [0.258, -1.683, -1.717], [-0.422, -0.448, -2.578], [1.493, 0.727, -2.806], [2.063, -0.926, -2.951], [3.471, 0.350, -1.397], [2.690, -1.039, -0.614], [2.750, 1.641, 1.757], [3.814, 0.492, 0.951], [2.982, -0.458, 3.015], [2.311, -1.389, 1.654], [0.842, 0.753, 3.026], [0.628, -0.855, 3.264], [1.498, 2.226, -1.469], [2.790, 2.718, -0.371], [0.748, 4.002, 0.030], [1.101, 3.024, 1.454], [-0.904, 2.484, -0.602], [-1.144, 2.721, 1.004], [-7.437, 0.886, -0.355], [-6.784, 0.644, 0.844], [-5.409, 0.480, 0.873], [-4.702, 0.532, -0.320], [-5.346, 0.812, -1.522], [-6.718, 0.975, -1.539], [-2.776, 0.069, -0.470], [-3.052, -1.767, -1.081], [-3.250, -2.178, -2.387], [-3.591, -3.503, -2.631], [-3.685, -4.402, -1.578], [-3.440, -4.002, -0.275], [-3.122, -2.674, -0.007], [-2.917, -2.095, 1.316], [-3.138, -2.735, 2.529], [-3.004, -2.039, 3.720], [-2.634, -0.700, 3.724], [-2.425, -0.033, 2.524], [-2.563, -0.722, 1.312], [-8.508, 1.016, -0.367], [-7.347, 0.580, 1.763], [-4.914, 0.307, 1.820], [-4.767, 0.905, -2.435], [-7.222, 1.175, -2.471], [-3.169, -1.478, -3.212], [-3.791, -3.833, -3.638], [-3.956, -5.426, -1.774], [-3.504, -4.711, 0.536], [-3.460, -3.765, 2.550], [-3.223, -2.538, 4.651], [-2.545, -0.170, 4.660], [-2.246, 1.040, 2.521], [0.568, -9.161, -1.536], [0.604, -7.824, -0.912], [-0.390, -6.867, -1.161], [-0.300, -5.594, -0.627], [0.766, -5.277, 0.204], [1.754, -6.218, 0.486], [1.669, -7.478, -0.062], [0.968, -3.663, 1.008], [0.123, -4.158, 2.554], [0.022, -2.679, 0.358], [-0.335, -9.330, -2.118], [0.681, -9.947, -0.785], [1.435, -9.286, -2.194], [-1.237, -7.130, -1.778], [-1.054, -4.851, -0.844], [2.578, -5.972, 1.138], [2.437, -8.205, 0.150], [-0.880, -4.496, 2.321], [0.075, -3.305, 3.221], [0.708, -4.948, 3.010]], "multiplicity": 2, "total_energy_ev": -116086.4999, "total_charge": 3, "homo_lumo_gap_ev": [5.19, 4.76]}

5.
{"formula": "Cl3H3Si2", "method": "ωB97M-V/def2-TZVPD", "species": ["Si", "Si", "Cl", "Cl", "Cl", "H", "H", "H"], "positions_angstrom": [[0.999, -0.586, 1.515], [-0.909, 1.148, -2.893], [-1.558, 2.459, -1.447], [-2.285, -0.354, -2.706], [0.247, -1.555, -0.081], [-0.114, -0.114, 2.333], [1.828, -1.535, 2.257], [1.792, 0.537, 1.021]], "total_energy_ev": -53373.6821, "total_charge": 0, "homo_lumo_gap_ev": 8.94}

| no. | strongest force on any atom (eV/A) |
| --- | --- |
| 1 | 3.04 |
| 2 | 0.50 |
| 3 | 7.95 |
| 4 | 2.91 |
| 5 | 1.04 |